Below is C33H61CsF17N2O23RbS6 as an isolated structure in a non-equilibrium geometry, with properties calculated with the ωB97M-V functional and the def2-TZVPD basis.

Its max |F| is 0.0975 hartree/bohr. Its orbital gap is 8.7 eV. As for the HOMO energy: -9.20 eV. As for the total energy: -197689.3515 eV.

Each line ends with the Mulliken charge.
Cartesian coordinates (Å):
Cs  -0.09606  4.04161  -1.52995  1.231
Rb  -1.63534  1.75662  1.72466  0.065
S  -0.14300  5.02214  3.17216  0.809
S  -4.77035  0.54902  -2.99726  1.202
S  1.41661  1.29434  4.65310  0.990
S  -2.99353  0.51548  5.66084  1.031
S  4.01758  4.38133  0.92678  1.285
S  0.57285  -3.85364  -4.57817  1.085
F  1.21340  2.37611  -8.48297  -0.269
F  -0.80618  -1.72787  2.75196  -0.022
F  2.41658  2.74337  -3.32666  -0.227
F  -0.65985  -4.45751  -0.98339  0.195
F  -0.12430  -7.24472  -0.50953  -0.224
F  3.70922  -0.49227  -3.00160  -0.277
F  -2.22324  -2.61469  1.55302  -0.257
F  -0.56670  -4.10817  4.34562  -0.307
F  3.92990  1.98700  -4.53989  -0.368
F  -0.15207  -0.19197  -6.36326  -0.214
F  -2.02636  -6.71109  -1.51907  -0.264
F  1.77282  -0.14559  -7.37600  -0.292
F  -2.54187  -3.31296  4.36432  -0.205
F  -2.73793  3.95684  0.09991  -0.868
F  4.20427  1.29885  -1.84438  -0.223
F  -0.18070  0.79283  -8.96863  -0.248
F  -2.38422  -4.72777  0.27067  -0.238
O  0.96274  5.60764  3.93812  -0.669
O  1.22954  0.53395  5.86924  -0.663
O  1.42143  1.37251  -5.84405  -0.483
O  3.97281  3.19911  1.77384  -0.634
O  -2.73394  0.91945  4.26190  -0.102
O  -5.37451  1.83336  -2.75548  -0.594
O  3.12212  4.47843  -0.23140  -0.608
O  -3.15829  1.51241  6.76188  -0.713
O  0.52873  -5.25859  -4.18649  -0.721
O  0.24008  4.06492  2.11074  -0.330
O  -5.05967  -0.29386  -1.55264  -0.346
O  -0.20523  -0.15835  -2.06424  -0.283
O  -0.49643  -3.68484  -5.84332  -0.220
O  0.40287  0.98524  -0.41861  -0.821
O  5.60252  4.55231  0.39186  -0.305
O  -0.38887  -5.03017  1.11122  -0.400
O  -1.13174  4.22803  4.29476  0.013
O  0.21690  1.60669  3.86911  -0.200
O  -4.29929  -0.51946  5.65581  -0.350
O  1.80817  -3.18208  -4.92268  -0.629
O  -1.02094  -0.52276  -0.13923  -0.233
O  -5.16597  -0.32790  -4.13267  -0.659
O  2.50185  0.50777  3.68123  -0.544
N  3.25771  -4.48619  0.86818  -0.636
N  -0.27258  0.09610  -0.85544  0.329
C  4.00596  5.89023  1.92687  -0.814
C  -0.46174  -4.68025  -6.83706  -0.394
C  3.07457  -3.57887  -1.77785  -0.415
C  -2.91251  4.87823  5.88908  -1.026
C  0.80449  0.60225  -6.87550  0.951
C  2.21466  0.56227  2.24733  0.989
C  -1.30906  6.29870  2.48993  -1.050
C  -4.63761  -1.66438  -1.40811  0.239
C  -0.34457  -3.97436  -8.19011  -1.046
C  1.86346  0.76992  -4.63831  -0.907
C  -2.96039  0.66862  -2.86862  -0.404
C  0.25005  1.51369  -7.98184  0.139
C  2.41395  -4.70702  -1.34069  -0.282
C  3.28625  0.67719  -2.59978  1.158
C  -1.75465  -0.79319  6.20466  -0.580
C  -1.28398  -6.66688  -0.38931  -0.074
C  -1.60765  -3.79415  3.55941  -0.179
C  5.94973  4.67346  -1.90773  -0.698
C  -5.01176  -0.70156  4.41040  0.293
C  -1.18555  -2.92332  2.32072  0.959
C  2.29202  2.86783  5.02307  -0.580
C  3.80697  -2.88347  -0.85868  -0.332
C  5.92359  5.44254  -0.59619  -0.439
C  -0.07465  -3.67827  1.56252  -1.158
C  3.30256  -0.01611  1.48046  -0.829
C  -6.31187  -1.50365  4.67192  -1.393
C  -1.41985  4.96043  5.52305  -0.469
C  -1.17482  -5.17259  -0.01853  0.719
C  -0.32603  -2.83616  -3.40070  -0.415
C  2.49323  -5.12663  -0.02132  -0.384
C  2.87582  1.58349  -3.78897  1.162
C  -5.43121  -2.24436  -0.21391  -1.279
C  3.91075  -3.35819  0.42888  -0.723
H  -6.50559  -2.12563  -0.35428  0.418
H  -0.66878  6.90958  1.85357  0.426
H  1.60637  3.60824  5.43512  0.175
H  -4.91388  -2.31655  -2.23665  0.308
H  -4.34861  -1.17967  3.68947  -0.021
H  -1.37543  -3.76336  -8.47452  0.302
H  6.90630  5.76107  -0.24850  0.354
H  -5.05496  -1.70714  0.65668  0.162
H  -0.86347  5.89720  5.55448  0.636
H  -7.02790  -1.52153  3.85028  0.383
H  -3.26659  3.85036  5.96801  0.101
H  -1.73635  -7.23371  0.42443  0.307
H  0.97285  0.65798  -4.01993  0.065
H  4.25132  0.51526  1.55553  0.355
H  -3.16618  5.36515  6.83071  0.398
H  -2.03103  -4.72867  3.19129  0.251
H  1.36116  -0.11042  2.16304  -0.142
H  0.28358  -3.08396  -8.21673  0.224
H  -5.16617  0.31098  4.03755  0.331
H  2.70250  3.32416  4.12231  -0.034
H  -3.54741  5.35185  5.14028  0.294
H  1.99122  -6.03593  0.27459  0.536
H  0.84801  -3.79830  2.13033  0.617
H  1.85157  -5.25794  -2.08002  0.510
H  -5.26759  -3.31104  -0.06058  0.401
H  -1.74874  6.83588  3.33030  0.358
H  -2.53526  1.23905  -3.69444  0.501
H  6.82382  4.02229  -1.90004  0.300
H  -2.03043  5.76015  1.87536  0.331
H  4.31754  -1.99037  -1.18749  0.556
H  0.32984  -2.70585  -2.53991  -0.007
H  5.04464  4.08929  -2.07403  -0.005
H  0.39014  -5.35298  -6.73791  0.374
H  4.44272  -2.79166  1.17885  0.624
H  -1.33661  -3.16916  -3.16419  0.475
H  4.07555  6.80004  1.33064  0.403
H  2.95291  -3.24629  -2.79814  0.630
H  -1.31802  -1.16421  5.27740  -0.137
H  -3.56760  -1.70576  -1.20449  0.039
H  2.49137  0.47541  -1.88177  -0.667
H  -1.39011  -5.24734  -6.76894  0.313
H  3.04643  5.89393  2.44397  0.114
H  -0.42797  -1.85770  -3.87010  0.091
H  1.97100  1.59299  1.98972  0.270
H  6.03300  5.33774  -2.76791  0.370
H  -2.79751  1.28584  -1.98510  0.178
H  -0.95563  4.35984  6.30527  0.222
H  5.32897  6.35602  -0.58751  0.279
H  3.18838  2.60428  5.58449  0.459
H  2.32253  -0.18153  -4.90683  0.490
H  -2.58410  -0.35365  -2.83038  -0.163
H  0.08406  -4.68379  -8.89799  0.355
H  -6.03022  -2.53288  4.89437  0.330
H  -6.97829  -1.10019  5.43429  0.366
H  4.80160  5.83121  2.66956  0.347
H  -0.58033  2.05684  -7.53067  0.275
H  3.51928  -1.00981  1.87248  0.238
H  -2.31754  -1.59389  6.68438  0.415
H  -1.01842  -0.32826  6.86034  0.366
H  0.32522  -3.06522  0.75481  0.394
H  2.86118  -0.08470  0.48620  -0.163